(1)
This record from the OMol25 dataset describes a structure of composition C38H56BrIN5O2SSi2Sr at a distorted geometry. The level of theory is ωB97M-V with the def2-TZVPD basis set.

Last column: Löwdin charge in e.
Element x y z (Å)
Sr -1.35637 0.88865 -2.06008  1.108
N -3.37534 2.77387 -1.52983  0.013
C -3.38086 4.14857 -1.74331  -0.273
C -4.05626 4.71595 -2.82961  -0.063
C -4.12214 6.09732 -3.00670  -0.116
C -3.48827 6.92119 -2.04790  -0.108
C -2.56969 6.33787 -1.15130  -0.063
C -2.50728 4.97686 -0.97206  -0.148
C -1.59146 4.33388 0.01124  -0.235
C -1.14118 5.12760 1.07183  -0.098
C -0.24015 4.68808 2.00136  -0.123
C 0.13379 3.32656 1.98575  -0.096
C -0.22915 2.51922 0.88838  -0.178
C -1.12330 3.00096 -0.03012  -0.197
H -4.30166 2.28656 -1.62366  0.117
H -2.99557 2.54661 -0.59400  0.038
H -4.56088 4.06279 -3.51472  0.094
H -4.75035 6.57565 -3.78439  0.096
H -3.57219 8.01728 -2.07867  0.088
H -1.85472 6.97633 -0.62913  0.102
H -1.47821 6.17772 1.19751  0.098
H 0.17199 5.35965 2.73828  0.083
H 0.72597 2.88070 2.81547  0.084
H 0.27628 1.54284 0.71226  0.064
N 0.36837 -0.14845 -3.87075  -0.097
N 1.42372 -0.70784 -3.18514  -0.066
C 1.59040 -0.60895 -1.79792  -0.724
O 2.55052 -1.26767 -1.32855  -0.067
O 0.66461 -0.02027 -1.13711  -0.255
H -0.16358 -0.86992 -4.42236  0.111
H 0.71028 0.64277 -4.46340  0.053
H 1.95603 -1.44830 -3.66489  0.142
C -5.86598 -4.86080 -0.18172  -0.189
Si -5.27997 -3.37217 -1.23691  0.501
C -4.83154 -4.10730 -2.90376  -0.236
C -6.55673 -2.01843 -1.52294  -0.205
C -3.93616 -2.43427 -0.30784  -0.276
C -3.86351 -2.41819 1.06415  -0.102
C -3.18592 -1.38081 1.76009  -0.064
C -2.55427 -0.41839 0.97135  -0.141
N -2.62067 -0.34709 -0.37230  -0.136
C -3.32082 -1.34487 -1.02240  -0.825
S -3.50429 -1.12829 -2.67567  0.532
H -6.39162 -5.60854 -0.80469  0.024
H -6.57966 -4.50385 0.57166  0.019
H -5.16145 -5.37498 0.44159  0.010
H -5.20701 -5.13241 -2.94607  0.009
H -3.71720 -4.11578 -2.96332  0.025
H -5.21419 -3.47685 -3.73099  0.017
H -6.86210 -2.14670 -2.60703  0.034
H -6.14382 -0.97835 -1.45766  0.022
H -7.44461 -2.11171 -0.85311  0.026
H -4.35379 -3.22204 1.62089  0.094
H -3.13639 -1.44043 2.84704  0.093
H -2.07181 0.44354 1.41468  0.096
C 3.58741 -3.97988 0.96120  -0.144
C 4.53021 -2.87892 1.52408  -0.590
C 5.18978 -2.26242 0.31391  -0.115
C 5.58040 -3.71861 2.34030  -0.113
Si 3.59907 -1.63926 2.77930  0.477
Br 1.54838 -1.42450 1.88035  0.570
C 3.18583 -2.23119 4.56668  -0.668
C 4.52033 -2.34416 5.36335  -0.091
C 2.25524 -1.27994 5.22051  -0.151
C 2.50282 -3.60955 4.60349  -0.109
C 4.29825 0.14337 2.65466  -0.647
C 3.42748 1.22279 3.31545  -0.104
C 4.55886 0.55264 1.20663  -0.102
C 5.64084 0.12333 3.39978  -0.111
H 4.17313 -4.80681 0.49504  0.086
H 2.87168 -3.67208 0.15976  0.075
H 2.91021 -4.39443 1.71867  0.055
H 5.53200 -3.13991 -0.30042  0.099
H 6.05085 -1.68942 0.62879  0.064
H 4.46129 -1.76994 -0.31100  0.046
H 6.20957 -4.26096 1.63747  0.070
H 5.07359 -4.45663 2.95531  0.059
H 6.25806 -3.07348 2.95800  0.073
H 5.05636 -1.37019 5.48171  0.058
H 5.17484 -3.10198 4.91005  0.059
H 4.21460 -2.67508 6.39496  0.091
H 2.76744 -0.30913 5.45193  0.075
H 1.92138 -1.59581 6.23106  0.093
H 1.37338 -1.14873 4.60752  0.039
H 3.07549 -4.37957 4.08864  0.058
H 1.55690 -3.59704 4.04307  0.065
H 2.26533 -3.86942 5.66243  0.092
H 2.48941 1.34801 2.78575  0.048
H 3.95462 2.21302 3.29243  0.100
H 3.23648 0.93042 4.34982  0.044
H 3.77682 0.22954 0.50807  0.064
H 5.52873 0.19573 0.83778  0.066
H 4.55269 1.65029 1.16280  0.086
H 5.55062 -0.01219 4.50855  0.064
H 6.08019 1.11870 3.17797  0.089
H 6.35485 -0.62254 3.02539  0.073
I 0.49479 3.50689 -3.41008  0.978
C -0.88620 2.99095 -4.98892  -0.697
C -0.82238 3.67726 -6.22456  -0.109
C -1.61804 3.19154 -7.27678  -0.058
C -2.40035 2.06278 -7.04822  -0.063
C -2.36915 1.44883 -5.81483  -0.125
N -1.55193 1.85807 -4.84860  -0.033
H -0.21826 4.58879 -6.31469  0.096
H -1.55185 3.68018 -8.23153  0.101
H -2.89236 1.66040 -7.87761  0.085
H -2.98950 0.56485 -5.61688  0.116

As for the HOMO energy: -3.8 eV. As for the total charge: -1. As for the spin multiplicity: 1. The energy above the lowest of the compared OMol25 structures with the same formula, charge and spin comes out at 0.198 eV. The calculation puts the HOMO-LUMO gap at 5.660 eV.

(2)
This record from the OMol25 dataset describes a cluster of 8 separate species, C38H56N2O25P in total at a distorted geometry. The level of theory is ωB97M-V with the def2-TZVPD basis set.

Last column: Löwdin charge in e.
Element x y z (Å)
C -1.26177 -3.33712 1.99321  0.044
C -1.25036 -1.88104 1.61798  -0.463
O -1.67043 -1.04248 2.37090  0.126
N -0.75193 -1.54630 0.32806  0.098
C 0.52479 -2.21872 -0.04712  -0.393
C 1.57206 -2.56510 0.97310  0.024
O 0.67445 -2.49972 -1.19339  0.178
N -0.70209 -0.15584 0.13159  0.080
C 0.18942 0.56950 0.82964  -0.032
C 0.30733 1.88379 0.69241  -0.298
P 1.51234 2.78943 1.75024  0.930
C 2.29692 4.08990 0.74639  -0.215
O 2.66030 1.65085 2.08545  -0.272
C -0.49406 2.51425 -0.23477  -0.015
C -1.37910 1.79355 -0.92197  0.060
C -1.51520 0.44940 -0.74512  -0.239
O -2.41092 -0.17127 -1.46906  0.024
C -3.54275 -0.82848 -0.80346  -0.068
C -4.86765 -0.22672 -1.25456  -0.315
C -4.73260 0.71023 -2.45237  -0.030
C -5.63560 0.43381 -0.09141  -0.158
C -6.89484 -0.30977 0.31606  -0.426
C -7.56584 0.52325 1.42181  -0.078
C -7.90260 -0.41180 -0.82264  -0.070
H -2.16702 -3.45698 2.56632  0.104
H -1.35120 -3.97317 1.12144  0.089
H -0.41908 -3.57554 2.62296  0.098
H 2.49338 -2.12042 0.62562  0.105
H 1.72572 -3.63171 0.90257  0.108
H 1.33001 -2.25509 1.97852  0.079
H 0.80084 0.04602 1.53374  0.125
H 2.26704 4.97726 1.35754  0.033
H 1.81891 4.26465 -0.20606  0.036
H 3.34334 3.83394 0.63097  0.052
H 2.28801 1.16723 2.82834  0.040
H -0.40458 3.57184 -0.39558  0.126
H -2.00443 2.28238 -1.64195  0.142
H -3.45393 -1.88674 -0.99844  0.130
H -3.44086 -0.71836 0.26670  0.108
H -5.48142 -1.06043 -1.56987  0.117
H -5.71721 0.79644 -2.89496  0.089
H -4.45788 1.70504 -2.12199  0.081
H -4.08853 0.31724 -3.22607  0.071
H -5.01346 0.51570 0.79720  0.112
H -5.88658 1.44873 -0.38622  0.121
H -6.69462 -1.28735 0.74578  0.138
H -6.86247 0.86212 2.17060  0.074
H -8.37734 -0.04052 1.85901  0.077
H -8.01632 1.38282 0.93770  0.081
H -7.55368 -1.13288 -1.55525  0.063
H -8.83537 -0.78778 -0.42481  0.082
H -8.01429 0.53213 -1.34007  0.088
C -1.44861 0.14931 -6.76021  -0.120
C -1.74180 0.79082 -5.42801  -0.118
O -3.03932 1.37332 -5.64485  0.046
C -3.63512 0.69413 -6.65181  -0.580
O -4.77721 0.81552 -6.95841  0.161
O -2.76455 -0.14734 -7.25446  0.070
H -0.85874 -0.74921 -6.67166  0.101
H -0.95930 0.83307 -7.45750  0.142
H -1.81049 0.05977 -4.61943  0.127
H -1.01695 1.55173 -5.15498  0.131
C 1.19519 3.71797 7.27876  -0.097
C 0.98166 2.36783 6.62890  -0.102
O 1.14892 2.67194 5.23355  0.034
C 1.90472 3.79082 5.14077  -0.593
O 2.36230 4.20833 4.12483  0.094
O 2.07391 4.36637 6.34630  0.062
H 1.65450 3.65017 8.26032  0.138
H 0.27566 4.29850 7.35640  0.137
H 1.73642 1.63710 6.92286  0.135
H -0.00442 1.95441 6.81927  0.135
C -2.14718 -6.65130 -2.00496  -0.128
C -0.63664 -6.75137 -1.99028  -0.094
O -0.32745 -6.54798 -0.59627  0.045
C -1.43070 -6.88352 0.12104  -0.595
O -1.45705 -6.98494 1.30399  0.152
O -2.48936 -7.08457 -0.68244  0.070
H -2.60428 -7.28760 -2.74972  0.126
H -2.50195 -5.63485 -2.13985  0.117
H -0.27997 -7.73910 -2.28507  0.136
H -0.15571 -6.00176 -2.61220  0.134
C 5.46762 3.55100 5.32719  -0.118
C 6.46691 4.63070 4.97582  -0.105
O 7.38555 4.56059 6.07239  0.057
C 7.30727 3.31667 6.60758  -0.566
O 8.05814 2.88782 7.41920  0.166
O 6.25854 2.63239 6.08974  0.066
H 5.04701 3.06429 4.45087  0.128
H 4.65472 3.92209 5.95286  0.119
H 7.00463 4.41994 4.05004  0.135
H 6.01809 5.61745 4.90538  0.136
C -6.07482 -4.30442 -4.56534  -0.105
C -6.28618 -5.70418 -5.09377  -0.104
O -4.94177 -6.14718 -5.32558  0.077
C -4.12090 -5.43218 -4.53420  -0.564
O -2.96967 -5.68611 -4.36062  0.134
O -4.77654 -4.40465 -3.94849  0.058
H -6.82641 -4.00447 -3.84015  0.132
H -6.03265 -3.56631 -5.35592  0.132
H -6.75168 -6.36529 -4.36129  0.136
H -6.86625 -5.72848 -6.01132  0.137
C 1.99790 -1.63214 -8.78934  -0.100
C 3.32528 -1.15113 -8.24373  -0.104
O 2.92394 -0.39296 -7.09337  0.073
C 1.71897 -0.84531 -6.69480  -0.577
O 1.18802 -0.54014 -5.67228  0.148
O 1.18938 -1.69187 -7.60479  0.053
H 2.05959 -2.60625 -9.26514  0.136
H 1.54842 -0.92426 -9.48695  0.136
H 3.96747 -1.97011 -7.91815  0.136
H 3.87354 -0.52930 -8.94510  0.136
C 10.92146 5.77463 7.69778  -0.117
C 11.22792 4.34719 7.30501  -0.114
O 12.22267 4.51565 6.28777  0.059
C 12.82313 5.71642 6.48263  -0.572
O 13.79627 6.08299 5.91444  0.168
O 12.15610 6.44238 7.41625  0.058
H 10.65523 5.87897 8.74591  0.132
H 10.13275 6.21643 7.08582  0.129
H 11.65654 3.76982 8.12578  0.136
H 10.36051 3.82161 6.91831  0.108

As for the HOMO energy: -10.8 eV. As for the total charge: +1. As for the spin multiplicity: 1. The calculation puts the HOMO-LUMO gap at 7.255 eV.